Entry from OMol25: a 16-piece molecular cluster, C47H87Cl2F15N14O19S5 overall (ωB97M-V with the def2-TZVPD basis set).

Bonds (Å) are listed after each position.
Geometry (Å):
1 C 1.95257 -1.12250 2.33583  C2 1.499, H8 1.091, H9 1.085, H10 1.089
2 C 3.15403 -1.93624 2.71130  C1 1.499, O3 1.179, N4 1.496
3 O 4.27020 -1.59344 2.54826  C2 1.179
4 N 2.88612 -3.27713 3.31693  C2 1.496, H5 1.032, H6 1.022, C7 1.517
5 H 2.39682 -3.90352 2.65845  N4 1.032
6 H 3.76404 -3.76468 3.50460  N4 1.022
7 C 2.09208 -3.16080 4.60407  N4 1.517, H11 1.090, H12 1.086, H13 1.084
8 H 1.15315 -1.78835 2.00716  C1 1.091
9 H 2.26464 -0.52153 1.48747  C1 1.085
10 H 1.60404 -0.48007 3.14308  C1 1.089
11 H 2.25835 -4.12500 5.08461  C7 1.090
12 H 1.02207 -3.17963 4.41714  C7 1.086
13 H 2.46536 -2.30602 5.15608  C7 1.084
14 C -0.96972 3.71363 6.23016  C15 1.502, H21 1.088, H22 1.092, H23 1.090
15 C -0.92313 4.77278 5.16603  C14 1.502, O16 1.175, N17 1.520
16 O -0.75456 5.93012 5.28109  C15 1.175
17 N -0.99937 4.21474 3.75392  C15 1.520, H18 1.024, H19 1.028, C20 1.508
18 H -0.39636 4.80370 3.17208  N17 1.024
19 H -0.54727 3.29566 3.66839  N17 1.028
20 C -2.42434 4.22138 3.26064  N17 1.508, H24 1.084, H25 1.088, H26 1.086
21 H -0.88546 4.16009 7.21838  C14 1.088
22 H -0.11688 3.05190 6.06704  C14 1.092
23 H -1.88976 3.12986 6.24613  C14 1.090
24 H -2.82044 5.23060 3.24130  C20 1.084
25 H -2.94093 3.61673 4.00335  C20 1.088
26 H -2.43207 3.71096 2.30230  C20 1.086
27 C -3.10303 -0.16173 -4.65134  C28 1.491, H34 1.096, H35 1.095, H36 1.080
28 C -2.97996 -1.41356 -5.45157  C27 1.491, O29 1.187, N30 1.495
29 O -3.74367 -1.81831 -6.26514  C28 1.187
30 N -1.68011 -2.14358 -5.34396  C28 1.495, H31 1.023, H32 1.039, C33 1.523
31 H -1.31312 -2.47501 -6.23899  N30 1.023
32 H -0.91536 -1.49204 -5.08020  N30 1.039
33 C -1.67358 -3.30193 -4.35563  N30 1.523, H37 1.089, H38 1.086, H39 1.085
34 H -2.34194 0.50846 -5.06642  C27 1.096
35 H -2.73201 -0.42877 -3.65663  C27 1.095
36 H -4.09627 0.25987 -4.70592  C27 1.080
37 H -2.35864 -3.07304 -3.54046  C33 1.089
38 H -0.66449 -3.39411 -3.96407  C33 1.086
39 H -2.03821 -4.16327 -4.90555  C33 1.085
40 C 3.22773 2.28577 -6.67728  C41 1.485, H47 1.095, H48 1.094, H49 1.087
41 C 2.02820 3.05043 -7.10296  C40 1.485, O42 1.173, N43 1.531
42 O 2.03271 3.96351 -7.83957  C41 1.173
43 N 0.70384 2.57584 -6.49909  C41 1.531, H44 1.020, H45 1.029, C46 1.530
44 H -0.01052 2.71157 -7.21446  N43 1.020
45 H 0.79360 1.56940 -6.30539  N43 1.029
46 C 0.40551 3.33696 -5.20608  N43 1.530, H50 1.084, H51 1.089, H52 1.083
47 H 3.10888 1.19859 -6.61458  C40 1.095
48 H 3.52900 2.55791 -5.66112  C40 1.094
49 H 4.06996 2.43237 -7.34806  C40 1.087
50 H 1.09299 2.85680 -4.51883  C46 1.084
51 H -0.59079 3.08913 -4.84145  C46 1.089
52 H 0.51758 4.39613 -5.40488  C46 1.083
53 C -2.47429 -9.17538 1.74490  C54 1.530, H61 1.092, H62 1.092, H63 1.087
54 C -2.08779 -7.71147 1.52425  C53 1.530, N55 1.465, H64 1.091, H65 1.089
55 N -3.01387 -7.02770 0.61812  C54 1.465, C56 1.381, C59 1.333
56 C -3.74881 -7.62050 -0.38983  N55 1.381, C57 1.357, H66 1.075
57 C -4.39415 -6.63331 -1.06125  C56 1.357, N58 1.369, H67 1.076
58 N -3.96437 -5.44194 -0.54084  C57 1.369, C59 1.343, C60 1.464
59 C -3.19068 -5.70994 0.52387  N55 1.333, N58 1.343, H68 1.078
60 C -4.36453 -4.12925 -1.04942  N58 1.464, H69 1.091, H70 1.087, H71 1.083
61 H -2.38992 -9.72305 0.80382  C53 1.092
62 H -3.50999 -9.26830 2.07827  C53 1.092
63 H -1.86990 -9.76453 2.43062  C53 1.087
64 H -1.06259 -7.69388 1.15256  C54 1.091
65 H -2.01664 -7.08554 2.41261  C54 1.089
66 H -3.76670 -8.69487 -0.40536  C56 1.075
67 H -5.05966 -6.66877 -1.90631  C57 1.076
68 H -2.80315 -4.98562 1.22150  C59 1.078
69 H -5.45482 -4.15945 -1.06799  C60 1.091
70 H -4.03421 -4.09512 -2.08454  C60 1.087
71 H -4.04617 -3.33252 -0.38897  C60 1.083
72 C 3.14694 4.65803 -0.37559  C73 1.519, H80 1.093, H81 1.088, H82 1.093
73 C 4.53270 4.03652 -0.39534  C72 1.519, N74 1.471, H83 1.092, H84 1.087
74 N 4.52127 2.63485 -0.84013  C73 1.471, C75 1.380, C78 1.346
75 C 4.49483 1.53201 -0.01169  N74 1.380, C76 1.359, H85 1.079
76 C 4.53056 0.44800 -0.83095  C75 1.359, N77 1.369, H86 1.076
77 N 4.60157 0.87231 -2.13017  C76 1.369, C78 1.336, C79 1.451
78 C 4.62035 2.20761 -2.11239  N74 1.346, N77 1.336, H87 1.079
79 C 4.47075 0.00984 -3.28929  N77 1.451, H88 1.091, H89 1.087, H90 1.090
80 H 2.73514 4.64217 -1.38743  C72 1.093
81 H 3.10743 5.68280 -0.01337  C72 1.088
82 H 2.50268 4.07420 0.28734  C72 1.093
83 H 4.89228 3.99901 0.63455  C73 1.092
84 H 5.27477 4.57617 -0.97889  C73 1.087
85 H 4.42775 1.66146 1.05693  C75 1.079
86 H 4.44323 -0.60956 -0.65153  C76 1.076
87 H 4.83531 2.78965 -2.99459  C78 1.079
88 H 3.44788 -0.36789 -3.32308  C79 1.091
89 H 5.14460 -0.84057 -3.34654  C79 1.087
90 H 4.62492 0.65114 -4.15743  C79 1.090
91 C 0.59266 6.43552 -2.65086  C92 1.527, H99 1.090, H100 1.092, H101 1.092
92 C -0.69198 6.99962 -3.25464  C91 1.527, N93 1.460, H102 1.087, H103 1.089
93 N -1.84947 6.11859 -3.12994  C92 1.460, C94 1.370, C97 1.344
94 C -2.48079 5.64049 -2.01249  N93 1.370, C95 1.353, H104 1.079
95 C -3.61365 4.97207 -2.32888  C94 1.353, N96 1.398, H105 1.075
96 N -3.61220 4.95532 -3.72694  C95 1.398, C97 1.325, C98 1.457
97 C -2.57367 5.65386 -4.16247  N93 1.344, N96 1.325, H106 1.078
98 C -4.63259 4.25476 -4.49620  N96 1.457, H107 1.089, H108 1.089, H109 1.087
99 H 0.94247 5.56237 -3.20217  C91 1.090
100 H 0.55929 6.26322 -1.57331  C91 1.092
101 H 1.40955 7.15936 -2.69564  C91 1.092
102 H -0.55945 7.20038 -4.31515  C92 1.087
103 H -0.87866 7.93039 -2.72012  C92 1.089
104 H -2.05597 5.88008 -1.05001  C94 1.079
105 H -4.29408 4.35830 -1.76704  C95 1.075
106 H -2.29315 5.79373 -5.19417  C97 1.078
107 H -4.70222 3.19650 -4.24733  C98 1.089
108 H -4.32454 4.27862 -5.54050  C98 1.089
109 H -5.61148 4.69778 -4.33452  C98 1.087
110 C 1.66427 -6.19355 7.56053  C111 1.514, H118 1.093, H119 1.088, H120 1.092
111 C 0.15384 -6.28254 7.61574  C110 1.514, N112 1.470, H121 1.091, H122 1.087
112 N -0.48109 -5.19387 6.85908  C111 1.470, C113 1.376, C116 1.343
113 C -0.71434 -3.93554 7.36468  N112 1.376, C114 1.359, H123 1.077
114 C -1.30086 -3.20596 6.37994  C113 1.359, N115 1.369, H124 1.077
115 N -1.46777 -4.04889 5.31458  C114 1.369, C116 1.334, C117 1.482
116 C -1.01724 -5.26450 5.62926  N112 1.343, N115 1.334, H125 1.077
117 C -2.20155 -3.67910 4.08079  N115 1.482, H126 1.087, H127 1.087, H128 1.085
118 H 1.97843 -5.26169 8.03667  C110 1.093
119 H 2.14303 -6.28471 6.58808  C110 1.088
120 H 2.06790 -6.96136 8.22354  C110 1.092
121 H -0.14167 -6.03848 8.63695  C111 1.091
122 H -0.22187 -7.27262 7.37271  C111 1.087
123 H -0.28183 -3.62624 8.30120  C113 1.077
124 H -1.73938 -2.22443 6.32101  C114 1.077
125 H -1.02629 -6.10903 4.96137  C116 1.077
126 H -2.80253 -4.55133 3.83631  C117 1.087
127 H -1.44654 -3.41529 3.34419  C117 1.087
128 H -2.82814 -2.82900 4.32965  C117 1.085
129 C 0.65814 2.52498 -1.87817  C130 1.546, H137 1.092, H138 1.093, H139 1.090
130 C 1.36132 1.54610 -0.90983  C129 1.546, N131 1.454, H140 1.084, H141 1.088
131 N 0.39455 0.59272 -0.38886  C130 1.454, C132 1.363, C135 1.350
132 C -0.38333 0.78462 0.71328  N131 1.363, C133 1.354, H142 1.075
133 C -1.01807 -0.38853 0.94397  C132 1.354, N134 1.369, H143 1.075
134 N -0.53228 -1.31952 0.06509  C133 1.369, C135 1.334, C136 1.467
135 C 0.19854 -0.66466 -0.83896  N131 1.350, N134 1.334, H144 1.078
136 C -1.03095 -2.68895 -0.09980  N134 1.467, H145 1.095, H146 1.082, H147 1.087
137 H 1.44419 3.06321 -2.41154  C129 1.092
138 H 0.03380 3.26357 -1.36904  C129 1.093
139 H 0.04306 1.96989 -2.58623  C129 1.090
140 H 1.87713 2.07661 -0.11716  C130 1.084
141 H 2.04132 1.00498 -1.56406  C130 1.088
142 H -0.38497 1.69183 1.29036  C132 1.075
143 H -1.79745 -0.69739 1.61715  C133 1.075
144 H 0.70205 -1.07061 -1.70159  C135 1.078
145 H -0.31195 -3.35351 0.38998  C136 1.095
146 H -1.14567 -2.91640 -1.15143  C136 1.082
147 H -1.92670 -2.78078 0.50936  C136 1.087
148 Cl 0.39798 -5.32538 2.28580  no bonds
149 Cl 0.69988 -0.11720 -4.52316  no bonds
150 C 3.39275 1.73885 4.87188  F151 1.344, F152 1.352, F153 1.304, S154 1.856
151 F 4.13119 0.70957 4.42216  C150 1.344
152 F 2.28840 1.14776 5.38097  C150 1.352
153 F 4.01514 2.38594 5.81711  C150 1.304
154 S 2.88545 2.81148 3.44429  C150 1.856, O155 1.473, O156 1.435, O157 1.457
155 O 1.88871 3.72139 4.03471  S154 1.473
156 O 4.09566 3.50019 3.09596  S154 1.435
157 O 2.39924 1.89383 2.42201  S154 1.457
158 C -3.20973 0.05106 4.57388  F159 1.349, F160 1.333, F161 1.340, S162 1.851
159 F -3.78995 1.26455 4.68049  C158 1.349
160 F -3.70102 -0.70288 5.55736  C158 1.333
161 F -3.56668 -0.40888 3.36672  C158 1.340
162 S -1.36987 0.18379 4.72388  C158 1.851, O163 1.466, O164 1.449, O165 1.465
163 O -1.01637 1.43956 4.05480  S162 1.466
164 O -1.12681 0.30574 6.14740  S162 1.449
165 O -0.71506 -0.98898 4.13825  S162 1.465
166 C -4.11262 1.25296 -0.98231  F167 1.345, F168 1.323, F169 1.355, S170 1.918
167 F -3.03045 1.73727 -0.34634  C166 1.345
168 F -5.20460 1.75518 -0.42964  C166 1.323
169 F -3.98927 1.66534 -2.26721  C166 1.355
170 S -4.17630 -0.65994 -0.85324  C166 1.918, O171 1.458, O172 1.463, O173 1.451
171 O -5.43823 -0.96319 -1.51846  S170 1.458
172 O -3.03113 -1.08397 -1.65900  S170 1.463
173 O -4.03708 -0.98043 0.55542  S170 1.451
174 C 2.20532 -4.49662 -1.68510  F175 1.338, F176 1.313, F177 1.334, S178 1.914
175 F 1.31945 -4.99486 -0.81482  C174 1.338
176 F 2.81811 -5.52796 -2.21812  C174 1.313
177 F 1.54531 -3.73927 -2.56206  C174 1.334
178 S 3.43435 -3.46007 -0.64751  C174 1.914, O179 1.458, O180 1.472, O181 1.457
179 O 4.62035 -3.29083 -1.47770  S178 1.458
180 O 2.76720 -2.17452 -0.38312  S178 1.472
181 O 3.74783 -4.28801 0.50992  S178 1.457
182 C 3.67773 6.72580 -5.53370  F183 1.348, F184 1.326, F185 1.327, S186 1.914
183 F 2.46623 7.25455 -5.27093  C182 1.348
184 F 3.65691 6.18116 -6.74203  C182 1.326
185 F 4.54685 7.72661 -5.47437  C182 1.327
186 S 4.19672 5.38211 -4.27348  C182 1.914, O187 1.457, O188 1.459, O189 1.452
187 O 3.09006 4.43555 -4.32158  S186 1.457
188 O 5.43834 4.83773 -4.81211  S186 1.459
189 O 4.34662 6.12680 -3.03597  S186 1.452

The calculation puts the maximum force at 3.5 eV/A. The LUMO energy comes out at -4.5 eV. As for the total energy: -8448.192157 Eh. As for the spin multiplicity: 1. Its net charge is +2. The calculation puts the orbital gap at 7.746 eV.